Here is C4H8O as an isolated structure in a non-equilibrium geometry from OMol25. Energies are from ωB97M-V/def2-TZVPD.

Each line ends with the natural charge from an NBO analysis.
Element x y z (Å)
1 C 0.8666 1.4953 -0.7571  -0.68
2 C -0.0537 0.2957 -0.8472  -0.32
3 C -0.0052 -0.5726 0.2207  0.25
4 O 0.9875 -0.5207 1.2285  -0.66
5 C -1.1236 -1.4870 0.6534  -0.68
6 H 0.4345 2.3128 -0.1624  0.21
7 H 1.2017 1.9210 -1.7072  0.22
8 H 1.8007 1.2254 -0.2590  0.23
9 H -0.2506 -0.0727 -1.8477  0.23
10 H 0.4102 0.3709 1.1064  0.50
11 H -0.8885 -1.7181 1.6887  0.24
12 H -1.3156 -2.3228 -0.0197  0.23
13 H -2.0639 -0.9272 0.7025  0.22

Summary:
E_LUMO, eV: 0.914
Energy above the lowest of the compared OMol25 structures with the same formula, charge and spin, eV: 3.366

***

Here is one molecule with the formula C2H2N2O2S in a non-equilibrium geometry from OMol25. Energies are from ωB97M-V/def2-TZVPD.

Each line ends with the natural charge from an NBO analysis.
Element x y z (Å)
1 C 0.8020 -0.1796 -0.0291  0.34
2 C -1.3505 -0.5634 -0.0186  0.83
3 H 3.0684 0.5360 0.2724  0.16
4 H -1.7418 1.4440 -0.1155  0.42
5 N 0.2752 0.9816 -0.0499  -0.31
6 N -1.0671 0.7404 0.0047  -0.45
7 O -2.4079 -1.1380 -0.0011  -0.58
8 O -0.0772 -1.1736 -0.0327  -0.46
9 S 2.4989 -0.6473 -0.0303  0.06

Summary:
E_LUMO, eV: 0.509
Structure (SMILES): O=c1[nH]nc(S)o1
Energy above the lowest of the compared OMol25 structures with the same formula, charge and spin, eV: 0.059

***

Here is one molecule with the formula C4H7Cl2P in a non-equilibrium geometry from OMol25. Energies are from ωB97M-V/def2-TZVPD.

Each line ends with the natural charge from an NBO analysis.
Element x y z (Å)
1 C -0.9329 2.0781 0.0636  -0.37
2 C -0.8288 0.8121 -0.4517  -0.19
3 C -0.4476 -1.7255 -0.0917  -0.63
4 C 0.0751 -0.3150 0.1085  -0.56
5 P 1.8838 -0.1120 -0.5255  0.84
6 Cl 2.3311 1.6771 0.3465  -0.28
7 Cl 2.8657 -1.6129 0.5998  -0.32
8 H -1.6894 2.7933 -0.4366  0.21
9 H -0.3230 2.3922 0.8461  0.20
10 H -1.4668 0.4169 -1.1937  0.19
11 H 0.4227 -2.4198 -0.0875  0.23
12 H -0.9330 -1.7678 -1.0609  0.21
13 H -1.1240 -2.1431 0.6925  0.23
14 H 0.1671 -0.0734 1.1906  0.23

Summary:
E_LUMO, eV: 0.361
Structure (SMILES): C=C[C@@H](C)P(Cl)Cl
Energy above the lowest of the compared OMol25 structures with the same formula, charge and spin, eV: 0.000

***

Here is CH4BrNO6P2Si as an isolated structure in a non-equilibrium geometry from OMol25. Energies are from ωB97M-V/def2-TZVPD.

Each line ends with the natural charge from an NBO analysis.
Element x y z (Å)
1 O 3.7392 -0.1298 -0.2872  -0.46
2 C 2.7557 -0.7333 -0.7993  0.88
3 N 1.6026 -1.1921 -1.2699  -0.94
4 Si 0.3691 -0.7506 -0.0483  0.84
5 Br 1.3752 -1.1109 2.0101  -0.27
6 P -1.4465 -1.9951 -0.0564  0.97
7 O -2.0106 -1.9643 1.5910  -0.92
8 O -2.6842 -1.3561 -1.0563  -0.95
9 P 0.0280 1.4222 -0.1792  1.80
10 O -1.3076 1.8357 -0.8348  -1.07
11 O 1.2847 2.2062 -1.0934  -0.94
12 O 0.0005 2.0435 1.4419  -0.93
13 H -1.7445 -1.0881 1.9797  0.48
14 H -2.5346 -0.4076 -1.2980  0.52
15 H 1.1920 1.8088 -2.0028  0.50
16 H -0.6191 1.4114 1.9029  0.49

Summary:
E_LUMO, eV: -1.281